No. 1
DFT (wB97M-V/def2-TZVPD) results for a molecular structure, C41H53InN3S4SbSi3.

Last column: Löwdin charge in e.
CARTESIAN COORDINATES (ANGSTROEM)
In1 -0.4652 2.8911 0.6346  0.46
S1 -1.8648 3.7789 -1.2153  0.63
C1 -2.7075 2.4886 -2.1191  -0.60
C2 -4.0773 2.7048 -2.3397  -0.13
C3 -4.8356 1.8328 -3.1014  -0.08
C4 -4.2403 0.7099 -3.6705  -0.07
C5 -2.8954 0.4847 -3.4587  -0.05
C6 -2.1201 1.3493 -2.6809  -0.26
S2 -1.7554 -0.7956 -0.7782  1.09
C7 -1.9226 -0.1530 0.9108  -0.46
C8 0.5990 -0.6182 1.7486  -0.35
C9 1.3279 -1.7135 2.5411  -0.39
C10 2.7144 -1.5463 1.8902  -0.29
C11 3.2857 -0.1744 1.9347  -0.14
C12 2.4936 0.9252 2.0171  -0.38
C13 2.8916 2.3187 1.6295  -0.31
S3 2.2895 2.4463 -0.1178  0.92
C14 2.4734 4.1172 -0.6926  -0.53
C15 3.2826 4.2682 -1.8227  -0.11
C16 3.3956 5.4978 -2.4485  -0.09
C17 2.7023 6.5861 -1.9312  -0.08
C18 1.8906 6.4374 -0.8176  -0.11
C19 1.7400 5.1996 -0.1821  -0.66
S4 0.6707 5.0872 1.2197  0.62
N1 1.1403 0.6628 2.1420  -0.12
H1 -4.5345 3.5843 -1.9019  0.10
H2 -5.8908 2.0294 -3.2535  0.10
H3 -4.8233 0.0200 -4.2715  0.11
H4 -2.4180 -0.3901 -3.8951  0.12
H5 -2.5331 -1.0196 1.1926  0.08
H6 -3.1108 1.2747 -0.0337  0.08
H7 1.3494 -1.4793 3.6150  0.14
H8 3.4190 -2.3609 2.0336  0.09
H9 4.3389 -0.0378 1.7127  0.11
H10 3.9683 2.4623 1.6408  0.10
H11 2.3905 3.0964 2.1959  0.03
H12 3.8178 3.4052 -2.2042  0.10
H13 4.0153 5.6056 -3.3305  0.10
H14 2.7843 7.5574 -2.4069  0.11
H15 1.3356 7.2820 -0.4272  0.10
C20 0.7641 -3.1128 2.3494  -0.07
Sb1 1.7181 -1.1150 -0.1456  1.66
C21 -0.1076 1.3495 2.2985  -0.30
C22 -0.8388 -0.0422 2.0140  -0.29
C23 -1.4705 -0.5706 3.2773  -0.08
C24 -2.7462 -0.4009 3.6476  -0.10
C25 -3.8323 0.3430 2.9965  -0.08
C26 -3.8354 0.9934 1.8195  -0.14
N2 -2.8080 1.0108 0.8954  -0.03
Si1 -0.4053 2.3760 3.8956  0.50
C27 -1.8734 3.4989 3.6218  -0.17
C28 1.0669 3.4245 4.3510  -0.19
C29 -0.6708 1.3347 5.4311  -0.17
C30 0.5809 -2.5969 -1.4514  -0.54
C31 0.1462 -1.4600 -2.3785  -0.50
C32 0.4600 -1.3762 -3.6805  -0.09
C33 0.4305 -0.1014 -4.4098  -0.07
C34 0.0379 1.0198 -3.8160  -0.03
C35 -0.6521 1.0037 -2.4774  -0.29
N3 -0.4524 -0.2990 -1.7468  -0.36
Si2 -0.7869 -3.8525 -1.0130  0.42
C36 -1.6829 -4.1617 -2.6218  -0.16
C37 -2.1099 -3.5226 0.2757  -0.22
C38 -0.0610 -5.4699 -0.3887  -0.18
Si3 2.1233 -3.5144 -2.1521  0.40
C39 1.7480 -4.8115 -3.4589  -0.18
C40 3.3866 -2.3450 -2.9222  -0.20
C41 3.0275 -4.3513 -0.7248  -0.19
H16 1.4560 -3.8655 2.7366  0.09
H17 0.5999 -3.3211 1.2896  0.01
H18 -0.1932 -3.2301 2.8634  0.08
H19 -0.8166 -1.1162 3.9544  0.11
H20 -3.0212 -0.8334 4.6046  0.11
H21 -4.7475 0.4202 3.5677  0.10
H22 -4.7055 1.5703 1.5314  0.13
H23 -1.6404 4.3063 2.9142  0.01
H24 -2.1582 3.9787 4.5664  0.05
H25 -2.7409 2.9447 3.2500  0.02
H26 1.2893 4.2067 3.6259  -0.03
H27 1.9700 2.8284 4.5288  0.05
H28 0.8067 3.9143 5.2988  0.04
H29 -1.6999 0.9734 5.5145  0.02
H30 -0.4492 1.9592 6.3073  0.04
H31 -0.0001 0.4657 5.4604  0.04
H32 0.9104 -2.2348 -4.1643  0.08
H33 0.8445 -0.0752 -5.4123  0.11
H34 0.0985 1.9912 -4.2962  0.12
H35 -0.2276 1.7856 -1.8567  0.05
H36 -2.1596 -3.2387 -2.9759  0.03
H37 -2.4648 -4.9196 -2.4895  0.04
H38 -0.9975 -4.5053 -3.4055  0.02
H39 -2.9120 -2.8855 -0.1092  0.00
H40 -1.7140 -3.0630 1.1895  0.01
H41 -2.5481 -4.4902 0.5519  0.04
H42 0.7164 -5.8981 -1.0237  0.01
H43 -0.8796 -6.1986 -0.3271  0.04
H44 0.3523 -5.3615 0.6209  0.03
H45 1.2774 -4.3896 -4.3552  0.03
H46 1.1029 -5.6158 -3.0961  0.02
H47 2.7028 -5.2570 -3.7671  0.04
H48 2.9489 -1.4153 -3.2915  0.02
H49 3.8801 -2.8436 -3.7676  0.04
H50 4.1577 -2.0806 -2.1920  0.02
H51 2.3724 -4.5654 0.1220  0.00
H52 3.8353 -3.7055 -0.3628  0.02
H53 3.4766 -5.3003 -1.0498  0.04

The HOMO-LUMO gap comes out at 0.251 Ha. The largest force on an atom is 1.17 eV/A. The calculated total energy comes out at -4649.95484 Eh. Its total charge is 0.

No. 2
DFT (wB97M-V/def2-TZVPD) results for a molecular structure, C41H53InN6O5P.

Last column: Löwdin charge in e.
CARTESIAN COORDINATES (ANGSTROEM)
In1 0.0753 0.8378 1.2761  0.88
C1 2.2952 5.0550 -2.3288  -0.08
C2 3.0481 3.9456 -1.9711  -0.07
C3 2.6906 3.1801 -0.8691  -0.05
C4 1.5599 3.4972 -0.1214  -0.31
C5 0.8139 4.6163 -0.4855  -0.04
C6 1.1815 5.3942 -1.5741  -0.08
N1 1.1508 2.7865 1.0468  -0.02
C7 1.8830 3.0204 2.1796  -0.24
C8 3.0902 3.7522 2.2516  0.00
C9 3.7085 3.9595 3.4626  -0.05
C10 3.1828 3.4908 4.6805  -0.08
C11 1.9844 2.8286 4.6681  0.00
C12 1.3510 2.5976 3.4396  -0.22
N2 0.1559 1.9658 3.2718  -0.03
N3 -0.7493 1.8823 4.1181  0.16
C13 -1.9394 1.3914 3.5090  -0.28
C14 -3.0553 1.2401 4.3128  0.02
C15 -4.2746 0.9851 3.7120  -0.02
C16 -4.3439 0.9023 2.3285  -0.05
C17 -3.1734 1.0041 1.6048  -0.11
N4 -1.9901 1.2280 2.1789  0.05
H1 2.5851 5.6601 -3.1777  0.11
H2 3.9333 3.6854 -2.5380  0.11
H3 3.3114 2.3534 -0.5640  0.10
H4 -0.0521 4.8758 0.1122  0.12
H5 0.5952 6.2667 -1.8334  0.11
H6 3.5322 4.1527 1.3511  0.11
H7 4.6426 4.5075 3.4758  0.11
H8 3.7120 3.6667 5.6058  0.11
H9 1.5165 2.4599 5.5716  0.12
H10 -2.9464 1.3676 5.3803  0.13
H11 -5.1674 0.8789 4.3139  0.12
H12 -5.2848 0.7540 1.8184  0.12
H13 -3.1736 0.9104 0.5250  0.11
C18 -4.4807 -2.6785 2.4093  0.00
C19 -3.0201 -2.8581 2.6282  -0.36
N5 -2.0758 -1.9626 2.4359  0.18
C20 -0.8939 -2.5945 2.7461  -0.17
C21 -1.1372 -3.8929 3.1322  -0.07
N6 -2.4931 -4.0270 3.0590  0.19
C22 -0.3602 -5.1119 3.5086  -0.48
O1 0.9483 -5.0774 3.3796  0.15
O2 -0.9646 -6.0843 3.8877  0.12
C23 0.4156 -1.9011 2.6569  -0.54
O3 1.4465 -2.5602 2.4659  0.05
O4 0.4566 -0.6210 2.7828  -0.10
H14 -4.6610 -1.7525 1.8723  0.06
H15 -5.0171 -2.6405 3.3593  0.09
H16 -4.8919 -3.5044 1.8264  0.08
H17 -2.9673 -4.8844 3.3038  0.18
H18 1.2499 -4.2079 3.0028  0.08
C24 -2.9247 -3.9188 -0.9098  -0.18
C25 -3.1232 -2.7158 -1.8250  -0.17
C26 -2.2840 -1.5149 -1.3877  -0.19
C27 -0.8057 -1.9008 -1.3106  -0.41
C28 -0.6144 -3.0844 -0.3519  -0.19
C29 -1.4474 -4.2837 -0.7977  -0.16
P1 0.3734 -0.5244 -0.9685  1.14
C30 0.0692 0.7986 -2.2305  -0.39
C31 -1.0776 1.7187 -1.7637  -0.22
C32 -1.3272 2.8983 -2.7208  -0.16
C33 -1.0494 2.5482 -4.1884  -0.18
C34 -1.2450 1.0592 -4.4196  -0.19
C35 -0.1596 0.2789 -3.6758  -0.18
C36 2.0385 -1.3511 -1.0872  -0.38
C37 2.2238 -2.4865 -2.1170  -0.17
C38 2.6040 -2.0338 -3.5240  -0.18
C39 3.7996 -1.0882 -3.5123  -0.19
C40 3.5263 0.0982 -2.5960  -0.19
C41 3.2120 -0.3683 -1.1779  -0.20
H19 -3.4994 -4.7698 -1.2782  0.12
H20 -3.3105 -3.6839 0.0910  0.09
H21 -4.1760 -2.4308 -1.8688  0.12
H22 -2.8315 -2.9904 -2.8450  0.12
H23 -2.6149 -1.1610 -0.4028  0.10
H24 -2.4369 -0.7067 -2.1034  0.09
H25 -0.4974 -2.2284 -2.3100  0.11
H26 -0.9271 -2.7827 0.6516  0.08
H27 0.4323 -3.3764 -0.2788  0.11
H28 -1.3088 -5.1017 -0.0887  0.12
H29 -1.0816 -4.6432 -1.7663  0.12
H30 0.9755 1.4103 -2.2089  0.09
H31 -0.8453 2.1397 -0.7763  0.06
H32 -1.9964 1.1417 -1.6507  0.08
H33 -0.7055 3.7397 -2.4264  0.08
H34 -2.3655 3.2153 -2.6012  0.12
H35 -0.0164 2.8091 -4.4409  0.12
H36 -1.6888 3.1398 -4.8431  0.11
H37 -1.1972 0.8085 -5.4799  0.12
H38 -2.2398 0.7586 -4.0731  0.11
H39 0.7766 0.3869 -4.2260  0.11
H40 -0.4087 -0.7813 -3.6988  0.09
H41 2.0847 -1.8155 -0.0946  0.10
H42 1.3630 -3.1498 -2.1677  0.09
H43 3.0411 -3.0962 -1.7176  0.13
H44 1.7536 -1.5441 -4.0040  0.09
H45 2.8266 -2.9195 -4.1218  0.12
H46 4.0297 -0.7504 -4.5240  0.12
H47 4.6811 -1.6265 -3.1489  0.12
H48 2.6978 0.6856 -3.0019  0.09
H49 4.3902 0.7662 -2.5660  0.12
H50 3.0418 0.4643 -0.5055  0.05
H51 4.0889 -0.8875 -0.7797  0.14
O5 2.8825 0.2079 1.8519  -0.05
H52 3.1658 0.6192 2.6775  0.06
H53 2.7245 -0.7173 2.1029  0.04

The energy above the lowest of the compared OMol25 structures with the same formula, charge and spin is 0.7 kcal per mole. The HOMO-LUMO gap comes out at 0.233 Ha. The largest force on an atom is 0.96 eV/A. The calculated total energy comes out at -2830.29132 Eh. Its total charge is +1.